The following is a DFT calculation (ωB97M-V/def2-TZVPD) of a 2-piece molecular cluster, C3H3N3O overall in a non-equilibrium geometry.

Geometry as XYZ:
```
10
C3H3N3O (ωB97M-V/def2-TZVPD)
N 2.22 -0.19 0.72
C 1.23 -0.28 0.01
N -0.73 0.85 -0.92
N -0.69 1.50 -1.93
O -1.82 -1.09 2.31
C -1.79 -0.27 1.52
C 0.10 -0.38 -0.66
H 3.06 0.12 0.24
H -1.38 1.02 -0.13
H -0.20 -1.29 -1.16
```

## Properties
HOMO level (eV): -8.12
ΔE to the lowest compared entry with this formula, charge and spin (kJ/mol): 445.04
E (eV): -9672.8417

Mulliken population analysis, charges in e, atoms 1 to 5: number 1, N, carries -0.515; number 2, C, carries 0.778; number 3, N, carries 0.474; number 4, N, carries -0.765; number 5, O, carries -0.104


The following is a DFT calculation (ωB97M-V/def2-TZVPD) of C3H3N3O as an isolated structure in a non-equilibrium geometry.

Geometry as XYZ:
```
10
C3H3N3O (ωB97M-V/def2-TZVPD)
O 2.51 0.36 -0.37
C 1.79 -0.35 0.26
N 0.36 -0.26 0.22
C -0.52 0.79 -0.36
N -1.64 1.03 0.55
C -1.70 -0.04 -0.16
N -0.35 -1.17 0.64
H 2.06 -1.19 0.92
H -0.13 1.54 -1.04
H -2.37 -0.72 -0.66
```

## Properties
HOMO level (eV): -9.21
ΔE to the lowest compared entry with this formula, charge and spin (kJ/mol): 572.20
E (eV): -9671.5238

Mulliken population analysis, charges in e, atoms 1 to 5: number 1, O, carries -0.421; number 2, C, carries 0.133; number 3, N, carries 0.602; number 4, C, carries -0.192; number 5, N, carries -0.597


The following is a DFT calculation (ωB97M-V/def2-TZVPD) of a 2-piece molecular cluster, C3H3N3O overall in a non-equilibrium geometry.

Geometry as XYZ:
```
10
C3H3N3O (ωB97M-V/def2-TZVPD)
N -1.44 -1.44 -1.42
C -0.97 -0.57 -0.71
C -0.58 0.32 0.17
C 0.35 -0.03 1.32
O -0.04 -0.54 2.33
H -1.09 -1.55 -2.37
H -1.04 1.31 0.14
H 1.42 0.24 1.18
N 1.48 1.58 -0.96
N 2.33 1.34 -0.31
```

## Properties
HOMO level (eV): -9.40
ΔE to the lowest compared entry with this formula, charge and spin (kJ/mol): 149.43
E (eV): -9675.9055

Mulliken population analysis, charges in e, atoms 1 to 5: number 1, N, carries -0.498; number 2, C, carries 0.630; number 3, C, carries -0.795; number 4, C, carries 0.065; number 5, O, carries -0.415


The following is a DFT calculation (ωB97M-V/def2-TZVPD) of one molecule with the formula C3H3N3O in a non-equilibrium geometry.

Geometry as XYZ:
```
10
C3H3N3O (ωB97M-V/def2-TZVPD)
C 0.12 1.19 0.38
N 1.13 0.08 0.64
C 0.33 -0.82 -0.08
N 0.01 -1.99 -0.55
O -1.12 -1.69 -1.36
N -1.46 -0.36 -1.31
C -0.58 0.16 -0.52
H 0.61 2.06 -0.06
H -0.51 1.48 1.26
H 1.46 -0.12 1.60
```

## Properties
HOMO level (eV): -9.81
ΔE to the lowest compared entry with this formula, charge and spin (kJ/mol): 473.33
E (eV): -9672.5486

Mulliken population analysis, charges in e, atoms 1 to 5: number 1, C, carries -0.208; number 2, N, carries -0.368; number 3, C, carries 0.432; number 4, N, carries -0.421; number 5, O, carries -0.055


What is the ΔE to the lowest compared entry with this formula, charge and spin in the second record? 572.20 kJ/mol


Which of these has the lowest ΔE to the lowest compared entry with this formula, charge and spin? number 3